1.
Entry from OMol25: a cluster of 15 separate species, C50H73Br28F17N4O3S in total (ωB97M-V/def2-TZVPD).

Last column: Mulliken charge in e.
Cartesian coordinates (Å):
N 4.3365 -0.9071 3.1843  -0.62
C 3.5249 -0.2290 2.7444  -0.24
C 2.3887 0.5808 2.1612  -0.29
C 3.0058 1.6003 1.1525  2.63
C 3.8510 2.5195 2.0184  -1.09
N 4.5335 3.1158 2.7224  -0.67
C 3.9997 0.8781 0.1938  -1.23
C 4.2712 1.5561 -1.1591  -0.61
C 4.7805 3.0074 -1.0915  0.53
C 6.1226 3.1953 -0.3385  -0.75
S 6.4195 5.0212 -0.2386  0.11
C 5.8969 5.5825 1.3591  0.00
N 6.7836 5.8413 2.3058  -0.18
N 6.1196 6.2363 3.3826  -0.58
C 4.8257 6.2213 3.1261  -0.24
O 4.6602 5.8322 1.8408  0.37
C 1.8868 2.4802 0.4931  -0.74
C 1.8293 3.9559 0.9784  0.68
C 0.5636 4.5953 0.2680  -0.23
C 1.0800 5.2216 -1.0309  0.21
O 1.1236 4.6080 -2.0584  -0.55
O 1.5058 6.5229 -0.9638  -0.42
C 1.3421 -0.3950 1.5632  1.09
F 1.2528 -0.3890 0.2336  -0.06
F 1.7306 -1.6468 1.8877  -0.40
C -0.0620 -0.2361 2.2483  0.28
F 0.0461 -0.8988 3.4130  -0.36
F -0.3199 1.0239 2.5815  -0.08
C -1.2260 -0.9247 1.4924  0.30
F -2.2119 -1.0919 2.3874  -0.30
F -0.8593 -2.1583 1.1544  -0.19
C -1.7366 -0.2156 0.1995  0.83
F -1.3105 -0.9566 -0.8232  -0.17
F -1.2299 0.9962 -0.0026  -0.22
C -3.2971 -0.1577 0.0723  0.41
F -3.8443 -1.3426 0.2947  -0.35
F -3.5669 0.1154 -1.2240  -0.42
C -3.9656 0.8910 1.0245  0.57
F -4.8774 0.2443 1.7384  -0.30
F -3.0826 1.4251 1.8791  -0.27
C -4.6222 2.0868 0.2875  0.60
F -3.7585 2.6737 -0.5246  -0.20
F -5.6671 1.6243 -0.3994  -0.31
C -5.1643 3.1969 1.2474  0.57
F -5.6829 2.7314 2.3572  -0.25
F -6.1285 3.8501 0.6198  -0.28
F -4.1978 4.0528 1.4991  -0.22
H 2.0033 1.1605 3.0087  0.95
H 3.7052 -0.1627 -0.0001  0.61
H 4.9661 0.8001 0.7141  0.42
H 3.3968 1.4614 -1.8178  -0.70
H 5.0615 0.9673 -1.6558  0.83
H 4.9766 3.3104 -2.1328  0.72
H 3.9756 3.6643 -0.7397  -0.69
H 6.9044 2.7718 -0.9994  0.00
H 6.1806 2.7086 0.6382  0.48
H 4.0375 6.4899 3.8283  0.45
H 1.8507 2.4448 -0.5999  0.35
H 0.9250 2.0666 0.8393  -0.43
H 2.6926 4.5445 0.6561  -0.47
H 1.6233 4.0180 2.0481  0.52
H 0.0952 5.3625 0.8909  0.55
H -0.1160 3.7950 -0.0421  -0.21
H 2.4739 6.5530 -1.1226  0.09
Br 4.6930 9.7666 -4.1769  -0.16
C 4.3766 9.8553 -2.2599  -0.69
C 5.1981 8.8318 -1.5220  -0.26
Br 4.4569 7.0369 -1.6899  -0.18
H 3.3076 9.7403 -2.1095  0.40
H 4.6770 10.8595 -1.9659  0.40
H 5.1959 9.0393 -0.4532  0.41
H 6.2237 8.7756 -1.8748  0.04
Br 1.8306 -4.9257 -2.2398  -0.09
C 0.1987 -5.1463 -1.2030  0.04
C -0.0525 -6.5889 -0.8477  -0.68
Br -0.7379 -7.5971 -2.3694  -0.19
H -0.6062 -4.7076 -1.7866  -0.11
H 0.3535 -4.5551 -0.3021  0.20
H -0.8277 -6.6615 -0.0873  0.41
H 0.8373 -7.1069 -0.5042  0.47
Br -0.1835 -0.8623 8.2408  -0.14
C -1.1315 -1.5824 6.7016  -0.36
C -2.1928 -0.6299 6.2173  -0.28
Br -3.7597 -0.6717 7.3735  -0.13
H -1.5284 -2.5484 6.9976  0.43
H -0.3696 -1.7249 5.9379  0.12
H -2.5553 -0.9278 5.2350  0.03
H -1.8557 0.4013 6.1775  0.40
Br -3.4044 -2.3293 -2.5475  0.06
C -3.5748 -4.0374 -3.4677  -0.94
C -2.6524 -4.0943 -4.6509  -0.42
Br -3.3397 -3.0680 -6.1542  -0.14
H -4.6220 -4.1659 -3.7292  0.51
H -3.2943 -4.7882 -2.7299  0.44
H -2.5616 -5.1144 -5.0190  0.45
H -1.6635 -3.7047 -4.4267  0.08
Br 1.7702 7.2317 3.0830  -0.11
C 0.1498 7.0597 4.1629  -0.67
C -0.0672 5.6381 4.6022  -0.73
Br -0.7519 4.5455 3.1504  -0.03
H -0.6686 7.4587 3.5716  0.38
H 0.3137 7.6994 5.0277  0.43
H -0.8224 5.5838 5.3838  0.39
H 0.8449 5.1631 4.9512  0.40
Br 8.0876 10.7742 -3.3546  -0.12
C 9.7048 10.8091 -2.2725  -0.54
C 10.0819 9.4256 -1.8114  -0.64
Br 8.9457 8.8211 -0.3492  -0.12
H 9.5223 11.4955 -1.4517  0.36
H 10.4769 11.2198 -2.9205  0.33
H 11.0929 9.4192 -1.4089  0.37
H 10.0024 8.6821 -2.5984  0.38
Br -7.6578 -1.7691 -4.1834  -0.14
C -7.8770 -1.7454 -2.2503  -0.47
C -7.1005 -2.8551 -1.5927  0.08
Br -7.9858 -4.5780 -1.8082  -0.10
H -8.9433 -1.7981 -2.0530  0.45
H -7.4983 -0.7760 -1.9306  0.16
H -7.0427 -2.6971 -0.5170  0.34
H -6.0986 -2.9690 -1.9926  -0.36
Br -7.2340 -0.5241 10.8541  -0.12
C -7.3364 0.3415 9.1136  -0.34
C -6.9994 1.8056 9.2063  -0.56
Br -8.4755 2.8335 9.9518  -0.15
H -8.3338 0.1561 8.7274  0.39
H -6.6084 -0.1787 8.4932  0.03
H -6.8342 2.2220 8.2146  0.33
H -6.1321 2.0011 9.8288  0.38
Br 0.0232 -11.4471 -0.1957  -0.14
C -0.9651 -12.0984 -1.7422  -0.59
C -2.0772 -11.1578 -2.1211  -0.06
Br -3.5955 -11.3190 -0.9125  -0.13
H -1.3177 -13.0948 -1.4949  0.39
H -0.2316 -12.1633 -2.5436  0.34
H -2.4696 -11.4052 -3.1058  0.36
H -1.7712 -10.1169 -2.1038  -0.18
Br -0.4693 0.0759 -6.6402  -0.13
C 0.1512 -1.2474 -5.3571  0.03
C 0.2661 -0.6607 -3.9744  -0.29
Br 1.8548 0.4525 -3.8123  -0.12
H 1.0921 -1.6368 -5.7340  0.48
H -0.5988 -2.0357 -5.3761  -0.33
H 0.3886 -1.4480 -3.2314  0.08
H -0.5835 -0.0406 -3.7044  0.37
Br 5.5979 -4.1001 -2.6187  -0.11
C 5.4922 -5.8069 -3.5491  -0.59
C 6.4258 -5.8513 -4.7291  -0.57
Br 5.7233 -4.8340 -6.2332  -0.14
H 4.4522 -5.9525 -3.8259  0.30
H 5.7758 -6.5532 -2.8096  0.35
H 6.5285 -6.8705 -5.0963  0.35
H 7.4084 -5.4474 -4.5063  0.38
Br 9.8501 0.2029 -2.0688  -0.14
C 9.6395 1.1598 -3.7506  -0.63
C 9.8870 2.6351 -3.5804  -0.60
Br 8.3729 3.5116 -2.7259  -0.02
H 8.6420 0.9377 -4.1168  0.37
H 10.3761 0.7247 -4.4231  0.37
H 9.9906 3.1192 -4.5496  0.34
H 10.7602 2.8544 -2.9741  0.38
Br -7.6183 -7.9856 1.6596  -0.13
C -8.9123 -6.5897 1.2427  0.07
C -9.8655 -6.3536 2.3830  -0.60
Br -11.2125 -7.7547 2.4906  -0.14
H -9.4159 -6.8895 0.3291  -0.16
H -8.3183 -5.6993 1.0499  0.16
H -10.4229 -5.4322 2.2249  0.37
H -9.3736 -6.3156 3.3501  0.41
Br -11.2071 -7.3132 -1.8829  -0.15
C -10.0386 -8.8438 -2.1780  -0.62
C -8.8439 -8.4763 -3.0176  -0.28
Br -9.3155 -8.3058 -4.8985  -0.13
H -10.6486 -9.6235 -2.6231  0.43
H -9.7224 -9.1573 -1.1837  0.32
H -8.0954 -9.2653 -2.9804  0.36
H -8.3900 -7.5354 -2.7205  0.04

Computed properties:
- HOMO energy: -8.75 eV
- Frontier orbital gap: 8.532 eV


2.
Entry from OMol25: a structure of composition C31H44MoN8O3 (ωB97M-V/def2-TZVPD).

Last column: Mulliken charge in e.
Cartesian coordinates (Å):
Mo 0.1138 -0.1789 0.6849  -0.24
C 1.4265 0.3872 3.6796  -0.88
C 2.4687 -0.3902 2.8861  -0.79
N 1.8245 -1.2789 1.8952  -0.05
C 1.4530 -2.5939 2.4686  -0.31
C 0.1047 -2.4894 3.1632  -1.06
N -0.7854 -1.5586 2.4379  0.48
C -1.6228 -0.7715 3.3610  -1.05
C -1.0119 0.6343 3.5605  -0.50
N 0.2701 0.7582 2.8283  0.18
H 1.8961 1.2754 4.1030  0.53
H 1.0697 -0.2100 4.5160  0.34
H 3.0999 -0.9603 3.5711  0.48
H 3.1114 0.3105 2.3603  0.39
H 2.5211 -1.4639 1.1783  0.31
H 2.2145 -2.9444 3.1690  0.58
H 1.3923 -3.3128 1.6635  -0.16
H 0.2400 -2.1172 4.1770  0.39
H -0.3384 -3.4834 3.2472  0.56
H -1.3884 -2.0769 1.8037  0.16
H -1.7274 -1.2892 4.3155  0.58
H -2.6145 -0.6681 2.9364  0.42
H -0.8652 0.8513 4.6197  0.68
H -1.6966 1.3778 3.1679  0.07
H 0.3643 1.7390 2.5763  0.19
C -3.1622 -3.3667 -0.1486  -1.16
O -1.8399 -2.8258 -0.1247  -0.13
C -0.7916 -3.6957 -0.2158  1.05
C -0.9177 -5.0739 -0.1321  -0.95
C 0.1980 -5.8849 -0.2804  -0.78
C 1.4408 -5.3345 -0.5536  -0.85
C 1.5691 -3.9621 -0.6596  -0.11
C 0.4720 -3.1302 -0.4500  -1.13
N 0.5879 -1.7172 -0.5929  2.52
N 1.1025 -1.4763 -1.7789  -1.10
C 0.7003 -0.4550 -2.5216  -0.11
C -0.3604 0.4069 -2.1046  0.58
O -0.6102 0.4129 -0.8143  0.47
C -1.0417 1.1909 -3.0392  -1.44
C -0.5791 1.2732 -4.3237  -0.83
C 0.5966 0.5926 -4.7437  0.44
C 1.1361 0.7762 -6.0307  -1.00
C 2.2751 0.1120 -6.4105  -0.60
C 2.9093 -0.7667 -5.5233  -0.77
C 2.3998 -0.9678 -4.2600  -0.61
C 1.2460 -0.2904 -3.8517  0.86
H -3.3322 -3.9463 -1.0567  0.42
H -3.8261 -2.5065 -0.1386  0.20
H -3.3556 -3.9912 0.7270  0.43
H -1.8876 -5.5247 0.0269  0.51
H 0.0824 -6.9572 -0.1997  0.45
H 2.3024 -5.9728 -0.6903  0.44
H 2.5210 -3.5055 -0.8985  0.47
H -1.9160 1.7461 -2.7230  0.56
H -1.1030 1.8904 -5.0426  0.46
H 0.6439 1.4597 -6.7114  0.45
H 2.6813 0.2659 -7.4008  0.42
H 3.8074 -1.2836 -5.8330  0.43
H 2.8817 -1.6403 -3.5638  0.51
C -4.2488 4.7865 0.4940  -1.11
N -3.4718 3.5722 0.6776  0.00
C -3.9966 2.2297 0.5553  -0.65
C -2.7513 1.4046 0.8537  -0.20
O -2.6927 0.1805 0.8885  -0.48
N -1.7056 2.2348 1.1064  0.58
C -2.1750 3.4902 0.9903  -0.01
N -1.4234 4.5665 1.2025  -0.34
H -5.2901 4.5118 0.3548  0.41
H -3.9169 5.3397 -0.3868  0.35
H -4.1822 5.4290 1.3736  0.38
H -4.3750 2.0157 -0.4470  0.40
H -4.7926 2.0297 1.2756  0.44
H -0.4300 4.4619 1.3170  0.19
H -1.7842 5.4897 1.0316  0.23
C 1.1124 3.1418 -0.9395  -1.43
C 1.9414 2.4741 0.1579  1.14
C 3.3856 2.9776 0.0520  -1.69
C 1.9288 0.9359 0.0531  -0.96
H 1.1911 4.2291 -0.8733  0.47
H 0.0612 2.8635 -0.8900  -0.07
H 1.4965 2.8465 -1.9198  0.40
H 1.5534 2.7838 1.1420  -0.37
H 3.8396 2.6120 -0.8718  0.38
H 3.9937 2.6329 0.8902  0.41
H 3.4234 4.0678 0.0319  0.44
H 2.8263 0.5884 0.5714  0.87
H 2.1325 0.7068 -0.9968  0.82

Computed properties:
- Total charge: +2
- HOMO energy (alpha / beta): -12.55 / -12.76 eV
- Frontier orbital gap (alpha / beta): 6.131 / 6.317 eV


3.
Entry from OMol25: a structure of composition C25H41Cl3InN3O3Si (ωB97M-V/def2-TZVPD).

Last column: Mulliken charge in e.
Cartesian coordinates (Å):
C -1.5090 -2.1501 -3.8734  -1.31
C -1.0629 -3.0856 -2.7987  0.32
H -1.4855 -2.6062 -4.8629  0.46
H -0.8909 -1.2432 -3.8773  -0.08
H -2.5387 -1.8260 -3.6726  0.29
C -0.6140 -4.3325 -2.9833  0.17
C -0.4331 -4.9845 -4.3112  -1.54
H -0.3555 -4.9582 -2.1256  0.37
H -0.4381 -4.2690 -5.1463  0.36
H -1.2312 -5.7195 -4.4905  0.29
H 0.5140 -5.5415 -4.3447  0.33
In -0.0526 0.5419 -0.6417  1.79
Cl -2.4673 0.7931 -0.6803  -0.53
Cl 1.1200 1.7822 -2.3132  -0.45
H 0.8940 4.8189 3.2718  0.33
H -1.2232 5.8539 2.4463  0.33
C 1.1662 4.5160 2.2579  -0.90
C -0.9268 5.5720 1.4240  -0.91
N -0.0516 4.4040 1.4667  0.20
H 1.7016 3.5682 2.2761  0.22
C -0.3696 3.2918 0.8179  0.61
O 0.3572 2.2593 0.8347  -0.87
H -1.8211 5.3154 0.8386  0.28
H -1.3284 3.3285 0.2699  0.02
H 1.8003 5.2972 1.8294  0.33
H -0.4078 6.4194 0.9483  0.32
H 1.6493 -1.3231 -3.3733  0.18
H 2.5192 -3.7341 -2.0613  0.23
C 2.6576 -1.0229 -3.0542  -0.89
C 3.4005 -3.0851 -1.9233  -0.90
N 3.0225 -1.6842 -1.8118  0.39
H 2.6782 0.0587 -2.9137  0.26
C 2.8395 -1.1743 -0.5835  -0.28
O 2.2417 -0.1132 -0.2927  -0.68
H 3.9120 -3.3733 -0.9940  0.32
H 3.2609 -1.8221 0.2193  0.51
H 3.3735 -1.3365 -3.8220  0.38
H 4.0679 -3.2162 -2.7834  0.35
O -0.0195 -1.4985 -1.4430  -0.43
C -1.0403 -2.4312 -1.4195  -0.37
C 0.2500 -4.0039 0.1443  0.56
C -0.9437 -3.3859 -0.2200  0.22
H 1.1694 -3.7249 -0.3834  0.10
C 0.2558 -4.9630 1.1616  -0.89
H -2.0134 -1.9219 -1.3447  0.41
C -2.1213 -3.6664 0.4781  -0.30
H 1.1928 -5.4628 1.4048  0.41
C -0.9218 -5.2539 1.8504  -0.56
C -2.1177 -4.6137 1.5060  -0.73
H -3.0335 -3.1409 0.1668  0.41
H -0.9092 -5.9742 2.6615  0.40
H -3.0479 -4.8389 2.0272  0.39
Si -0.5026 3.5323 -4.3060  0.78
Cl -1.1870 1.5681 -4.6711  -0.27
C 1.3202 4.0580 -4.3622  -1.02
C -1.7162 4.1130 -2.9939  -0.61
C -0.9232 4.6282 -5.8183  -1.17
H 2.0186 3.4574 -3.7662  0.28
H 1.4124 5.0987 -4.0152  0.31
H 1.6782 4.0417 -5.4034  0.31
H -0.2033 4.4825 -6.6338  0.29
H -0.8617 5.6833 -5.5110  0.30
H -1.9246 4.4620 -6.2264  0.32
H -1.7568 3.4409 -2.1249  -0.08
H -2.7264 4.1356 -3.4431  0.31
H -1.4632 5.1313 -2.6645  0.30
C 0.0324 -1.5792 4.2642  -0.39
C -0.8736 -0.5679 3.9444  -0.96
C -0.8966 -0.0616 2.6401  -0.24
N -0.0610 -0.4986 1.6907  0.45
C 0.8283 -1.4420 2.0107  0.47
C 0.8977 -2.0307 3.2725  -0.92
H 0.0688 -2.0124 5.2614  0.42
H -1.5688 -0.1635 4.6649  0.41
H -1.6072 0.7145 2.3505  0.51
H 1.5362 -1.7420 1.2462  -0.22
H 1.6299 -2.8142 3.4231  0.48

Computed properties:
- HOMO energy: -8.06 eV
- Frontier orbital gap: 8.293 eV


no.,strongest force on any atom (Eh/bohr)
1,0.0580
2,0.0965
3,0.0408